{
  "formula": "C31H51F2IN2O4Si",
  "method": "wB97M-V/def2-TZVPD",
  "e_homo_ev": -6.25,
  "max_force_ev_per_a": 3.91,
  "e_lumo_ev": -1.7,
  "energy_ev": -65553.2095,
  "multiplicity": 1,
  "homo_lumo_gap_ev": 4.55,
  "symbols": ["C", "C", "C", "C", "C", "C", "C", "C", "C", "C", "C", "C", "F", "F", "C", "C", "Si", "C", "C", "C", "C", "C", "C", "C", "C", "N", "C", "C", "C", "C", "C", "O", "C", "C", "C", "N", "I", "H", "H", "H", "H", "H", "H", "H", "H", "H", "H", "H", "H", "H", "H", "H", "H", "H", "H", "H", "H", "H", "H", "H", "H", "H", "H", "H", "H", "H", "H", "H", "H", "H", "H", "H", "H", "H", "H", "H", "H", "H", "H", "H", "H", "H", "H", "H", "H", "H", "H", "C", "O", "O", "O", "H"],
  "xyz": [[3.83954, -3.89390, 1.03096], [3.36512, -4.91794, -0.08254], [2.07239, -4.47410, -0.85721], [2.20562, -3.08198, -1.59316], [2.82947, -3.29177, -3.02729], [3.03229, -1.92015, -3.82481], [4.07821, -1.04608, -3.01021], [3.56965, 0.43717, -2.70695], [2.60826, 0.37188, -1.46190], [1.82878, 1.67425, -1.14168], [0.46286, 1.78938, -0.61964], [-0.56535, 0.68226, -0.24907], [-1.08317, 0.99349, 1.00007], [0.18464, -0.49854, -0.07509], [-1.64555, 0.36860, -1.34030], [-3.11787, 0.79875, -0.96375], [-4.06372, -0.45357, 0.13268], [-3.99966, 0.26596, 1.92349], [-3.22340, -2.16735, 0.23120], [-5.88245, -0.69665, -0.34993], [-6.99383, -0.71827, 0.62982], [-8.38629, -0.94132, 0.24945], [-8.77415, -1.15938, -1.15191], [-7.70148, -1.14355, -2.13298], [-6.30074, -0.91412, -1.75233], [0.18394, 3.14055, -0.44007], [-1.00419, 3.84713, 0.09210], [-0.66066, 4.47891, 1.52113], [-0.89951, 3.46588, 2.71106], [0.38794, 2.64526, 3.10762], [0.04863, 1.27784, 3.85191], [0.65362, 0.15824, 3.17597], [0.00724, -1.05135, 3.55741], [0.63236, -2.31318, 2.85278], [1.25270, 3.92988, -0.80481], [2.19070, 3.02190, -1.20763], [4.00303, 3.79330, -1.79820], [2.97117, -3.24524, 1.31645], [4.22615, -4.42503, 1.93972], [4.68836, -3.27859, 0.61963], [4.21279, -5.21466, -0.76341], [3.09098, -5.86771, 0.46587], [1.85765, -5.23928, -1.66042], [1.19683, -4.42787, -0.16157], [1.20123, -2.57080, -1.65187], [2.83538, -2.41161, -0.93897], [2.13979, -3.92471, -3.65820], [3.81672, -3.81243, -2.89860], [2.07145, -1.35249, -3.90616], [3.49790, -2.15654, -4.82155], [4.42785, -1.52056, -2.05582], [5.00660, -0.92933, -3.64232], [3.11453, 0.90960, -3.61672], [4.49408, 0.98458, -2.36706], [3.11851, -0.01432, -0.53588], [1.82399, -0.40070, -1.70517], [-1.63563, -0.74225, -1.51565], [-1.33029, 0.86863, -2.29489], [-3.68860, 0.85129, -1.93984], [-3.20677, 1.80841, -0.48937], [-3.73748, 1.36455, 1.86757], [-4.98306, 0.21292, 2.45170], [-3.20035, -0.22175, 2.54395], [-2.23651, -2.10664, 0.76638], [-3.00785, -2.54773, -0.81290], [-3.90169, -2.90851, 0.73989], [-6.79973, -0.57349, 1.71554], [-9.16420, -0.92772, 1.05247], [-9.84950, -1.33568, -1.37991], [-7.96575, -1.31965, -3.19964], [-5.56529, -0.94893, -2.58904], [-1.86415, 3.15918, 0.26190], [-1.29258, 4.70093, -0.57822], [0.39923, 4.83219, 1.59649], [-1.30721, 5.38937, 1.66907], [-1.20155, 4.08585, 3.60239], [-1.78338, 2.79793, 2.49656], [1.08395, 3.21636, 3.78223], [0.92788, 2.37167, 2.15509], [0.37414, 1.29049, 4.92531], [-1.06816, 1.13738, 3.74786], [0.11962, -1.20262, 4.67101], [-1.09381, -1.04151, 3.31883], [1.72433, -2.41331, 3.07379], [0.48482, -2.30652, 1.74192], [0.13538, -3.24979, 3.23878], [1.31833, 5.03205, -0.73947], [7.88939, 5.67977, -0.00128], [7.58538, 4.75082, 0.79642], [7.39274, 5.42934, -1.27915], [8.52235, 6.72167, 0.16658], [6.99912, 4.58546, -0.99644]],
  "forces_ev_per_a": [[0.188, -0.209, -0.763], [-0.343, -0.641, 0.882], [0.281, 0.269, -0.638], [0.087, -0.378, 0.101], [-0.645, 0.953, -0.241], [1.252, -0.784, 1.528], [0.194, 1.074, -1.036], [1.173, -0.956, 1.256], [-0.735, 0.259, -0.751], [-3.479, 0.915, 1.540], [1.806, -0.020, -0.518], [0.987, -0.585, -0.210], [0.067, -0.380, -1.326], [-0.745, 1.294, 0.001], [-0.399, 0.304, 0.179], [-0.226, -0.220, -1.049], [0.015, -0.231, 1.684], [0.071, 0.635, 0.055], [0.296, -0.203, -0.729], [-3.122, -0.300, -1.288], [-0.429, -0.290, -1.688], [1.261, 0.057, -1.381], [2.546, 0.460, 1.484], [0.192, 0.193, 1.564], [-1.582, -0.184, 1.280], [0.640, 1.209, -0.587], [-0.307, 0.911, 1.735], [-0.421, -0.373, 0.318], [0.069, 0.643, 0.673], [0.035, -0.967, -0.102], [-0.543, 0.382, -0.887], [-0.484, 0.124, 0.262], [0.251, -1.353, 0.239], [-0.088, 0.091, 0.116], [-0.636, -3.753, 0.085], [0.795, 0.739, -0.295], [0.328, 0.230, 0.159], [0.912, -0.433, -0.133], [-0.403, 0.481, -0.832], [-0.952, -0.303, 0.570], [-0.874, 0.523, 0.530], [0.255, 0.827, -0.686], [0.014, 0.620, 0.965], [0.766, -0.180, -0.418], [0.855, -0.602, -0.132], [-0.502, -0.625, -0.815], [0.731, 0.333, 0.848], [-0.851, 0.435, -0.331], [0.659, -0.637, -0.192], [-0.878, 0.379, 0.816], [-0.512, 0.346, -0.809], [-0.899, -0.144, 0.667], [0.357, -0.365, 0.912], [-1.017, -0.266, -0.732], [-0.287, 0.601, -0.912], [0.671, 0.932, 0.397], [0.179, 1.094, 0.206], [-0.178, -0.451, 0.898], [0.589, 0.091, 0.937], [0.212, -0.813, -0.481], [-0.267, -1.052, 0.090], [0.877, -0.095, -0.303], [-0.805, 0.359, -0.535], [-0.901, -0.085, -0.376], [-0.259, 0.173, 1.074], [0.712, 0.767, -0.456], [-0.052, -0.101, -1.019], [0.807, -0.058, -0.865], [1.139, 0.174, -0.073], [0.402, 0.190, 0.925], [-0.507, 0.121, 0.865], [0.838, 0.485, -0.542], [0.349, -1.155, 0.261], [-0.805, -0.233, -0.368], [0.521, -0.958, -0.264], [0.209, -0.629, -0.796], [1.011, 0.559, 0.118], [-0.709, -0.215, -0.959], [-0.299, 0.204, 1.071], [-0.429, 0.008, -0.828], [0.920, 0.130, 0.579], [-0.227, 0.200, -0.906], [0.831, 0.290, 0.181], [-0.889, 0.235, -0.175], [0.155, 0.190, 0.927], [0.395, 1.030, -0.273], [0.082, -1.099, -0.163], [0.728, 0.665, 1.532], [-0.067, 0.031, 0.029], [-0.770, -0.558, -0.809], [-0.194, -0.218, -0.216], [-0.001, -0.115, -0.648]],
  "lowdin_charge": [-0.1111, -0.2528, -0.2183, -0.2247, -0.2003, -0.1842, -0.2026, -0.2322, -0.1277, -0.1193, -0.0107, -0.3664, 0.0667, 0.0367, -0.1113, -0.2270, 0.6003, -0.1721, -0.1807, -0.2357, -0.0865, -0.0803, -0.0747, -0.0882, -0.0904, -0.0112, -0.0895, -0.1539, -0.1989, -0.1446, -0.1996, -0.1857, -0.2770, -0.0781, -0.1148, -0.4429, 1.1511, 0.0468, 0.0742, 0.0738, 0.1048, 0.1024, 0.1093, 0.1034, 0.1025, 0.0823, 0.1131, 0.1171, 0.1048, 0.1095, 0.1059, 0.1136, 0.1192, 0.0505, 0.1455, 0.0938, 0.1115, 0.1281, 0.0851, 0.0620, 0.0253, 0.0186, 0.0217, 0.0276, 0.0405, 0.0507, 0.0793, 0.0984, 0.0994, 0.0951, 0.0909, 0.1018, 0.1385, 0.1131, 0.1190, 0.1181, 0.0912, 0.1219, 0.1049, 0.1309, 0.1100, 0.1269, 0.1026, 0.0706, 0.0522, 0.0866, 0.1590, -0.8614, -0.1049, -0.0382, -0.0296, 0.0184]
}

=====

{
  "formula": "C31H51N6O8PS",
  "method": "wB97M-V/def2-TZVPD",
  "e_homo_ev": -8.81,
  "max_force_ev_per_a": 3.26,
  "e_lumo_ev": 0.4,
  "energy_ev": -78419.2789,
  "multiplicity": 1,
  "smiles": "CCOP(=O)(CCC[C@H]1OC(=O)[C@@](CCSc2nnco2)(CNC)[C@]1(Cc1ccccc1C)CC(N)(N)N)OCC.O=C1CCCO1",
  "homo_lumo_gap_ev": 9.17,
  "symbols": ["C", "C", "O", "P", "O", "C", "C", "C", "C", "O", "C", "O", "C", "C", "C", "S", "C", "N", "N", "C", "O", "C", "N", "C", "C", "C", "C", "C", "C", "C", "C", "C", "C", "C", "C", "N", "N", "N", "O", "C", "C", "H", "H", "H", "H", "H", "H", "H", "H", "H", "H", "H", "H", "H", "H", "H", "H", "H", "H", "H", "H", "H", "H", "H", "H", "H", "H", "H", "H", "H", "H", "H", "H", "H", "H", "H", "H", "H", "H", "H", "H", "H", "H", "H", "H", "H", "O", "C", "O", "C", "C", "C", "H", "H", "H", "H", "H", "H"],
  "xyz": [[1.42108, -5.59833, -2.17410], [2.25836, -5.02637, -1.00691], [1.46938, -4.75577, 0.16884], [1.44320, -3.20535, 0.57977], [2.77760, -2.59169, 0.51683], [0.87913, -3.08225, 2.31678], [1.33197, -1.75471, 2.95363], [0.13102, -0.79913, 3.25823], [-0.28436, -0.15141, 1.90976], [-1.60114, -0.72791, 1.66652], [-2.05932, -0.09213, 0.56258], [-2.93455, -0.55843, -0.12563], [-1.29973, 1.27238, 0.38091], [-0.55322, 0.96493, -0.95771], [-0.16104, 2.19187, -1.81584], [-1.40419, 2.64978, -3.08429], [-1.53355, 1.18363, -4.02244], [-2.47978, 0.87198, -4.86275], [-2.17789, -0.32870, -5.38927], [-1.07530, -0.75760, -4.87824], [-0.65394, 0.17944, -3.99684], [-2.51085, 2.21226, 0.17934], [-3.62719, 1.92835, 1.12763], [-4.90162, 1.71375, 0.41492], [-0.37992, 1.41824, 1.68165], [-1.01910, 1.90877, 2.98520], [-1.77900, 3.22943, 3.08897], [-2.80531, 3.22380, 4.02730], [-3.58228, 4.30876, 4.30019], [-3.39206, 5.50174, 3.63088], [-2.39270, 5.53884, 2.70016], [-1.59015, 4.44404, 2.43161], [-0.51615, 4.64274, 1.37734], [1.10160, 1.76239, 1.30117], [2.09482, 2.22178, 2.39796], [2.58807, 1.12642, 3.26397], [3.28996, 2.67943, 1.63344], [1.70070, 3.38009, 3.19396], [0.49510, -2.35571, -0.43544], [-0.68781, -3.01007, -0.95327], [-1.57578, -3.70568, 0.08193], [1.22435, -4.76213, -2.84741], [0.44933, -5.92472, -1.78964], [1.94660, -6.38665, -2.71008], [2.80209, -4.15930, -1.38700], [3.01091, -5.76634, -0.71652], [1.39693, -3.90134, 2.83226], [-0.18945, -3.27324, 2.44439], [1.85473, -1.92054, 3.90123], [2.01448, -1.19297, 2.31765], [0.46217, -0.13352, 4.05192], [-0.69089, -1.43905, 3.59061], [0.31068, -0.69337, 1.16895], [0.29941, 0.30031, -0.78944], [-1.24142, 0.37538, -1.57118], [0.14459, 3.08028, -1.26284], [0.71583, 1.89201, -2.40331], [-0.55264, -1.67559, -5.08000], [-2.29529, 3.28324, 0.17515], [-2.91172, 1.98594, -0.81624], [-3.76819, 2.82116, 1.59043], [-5.02032, 2.33524, -0.48292], [-5.09464, 0.65513, 0.22935], [-5.69443, 2.03060, 1.10837], [-1.73948, 1.13984, 3.28847], [-0.27516, 1.90242, 3.78937], [-3.00498, 2.31353, 4.59116], [-4.36840, 4.23743, 5.04728], [-4.00617, 6.36885, 3.84488], [-2.23053, 6.45729, 2.14189], [-0.45978, 3.81094, 0.68326], [0.45159, 4.93803, 1.77736], [-0.83224, 5.50413, 0.76560], [1.57478, 0.88289, 0.85035], [1.17952, 2.51688, 0.51487], [3.59491, 1.09616, 3.27894], [2.19668, 1.15299, 4.19463], [3.64147, 1.85280, 1.15676], [3.98646, 2.99279, 2.30234], [1.42986, 3.15749, 4.13883], [2.39139, 4.11511, 3.16579], [-0.47098, -3.71805, -1.75968], [-1.29455, -2.21608, -1.40224], [-2.54567, -3.90799, -0.38326], [-1.77154, -3.01013, 0.90396], [-1.16422, -4.64675, 0.45741], [1.28954, -4.62288, -5.33739], [2.28326, -3.95785, -5.30140], [3.36405, -4.28223, -4.54910], [4.34999, -3.23735, -4.62782], [4.04129, -2.49520, -5.91842], [2.52678, -2.64264, -6.01684], [4.25028, -2.59968, -3.74635], [5.34381, -3.67923, -4.63054], [4.38680, -1.46303, -5.91363], [4.51401, -3.00340, -6.76054], [2.00461, -1.84766, -5.48130], [2.18551, -2.69362, -7.04716]],
  "forces_ev_per_a": [[-0.283, 1.054, 0.775], [0.534, -1.374, -1.080], [-0.621, 0.944, -0.143], [1.070, 0.959, 0.470], [0.326, 0.184, -0.225], [0.025, -0.609, -0.293], [-0.704, 0.811, 0.515], [1.044, -0.689, -0.748], [-0.389, -1.284, 1.435], [-0.159, 0.878, -0.811], [-0.614, -0.208, 0.896], [0.835, 0.444, 0.250], [-1.004, -0.710, -0.110], [-0.321, 0.961, 0.102], [0.706, -1.293, -0.672], [0.031, 0.228, 0.152], [-0.653, -1.185, -0.823], [-0.479, 1.501, 0.549], [-0.085, -1.521, -1.152], [-1.500, 1.717, 0.093], [2.700, -0.318, 1.398], [-0.604, -0.254, -0.499], [0.160, 0.980, -0.636], [-0.572, 0.040, 0.918], [0.771, -2.979, -1.092], [-0.293, 0.862, -0.267], [-0.158, 0.152, 0.338], [0.130, -1.005, 0.482], [-0.965, 0.550, 0.686], [-0.309, 0.031, 0.323], [-0.006, 0.706, -0.366], [1.406, -0.539, -0.851], [-0.728, 1.090, -0.470], [-0.098, 0.723, 0.458], [2.009, 0.579, 0.307], [-0.979, -0.310, -0.392], [-0.814, -0.221, -0.169], [-0.649, -0.066, -0.418], [-0.224, -1.604, 0.401], [-1.275, 0.024, -0.242], [0.027, 0.433, 0.059], [-0.092, -0.405, -0.238], [0.232, -0.343, -0.126], [-0.120, 0.059, 0.050], [-0.116, 0.148, 0.540], [-0.132, 0.187, 0.212], [-0.061, -0.003, -0.285], [0.099, 0.102, -0.066], [0.011, -0.301, -0.213], [0.147, -0.343, 0.099], [-0.402, 0.186, -0.143], [-0.077, 0.469, 0.245], [0.258, 0.944, -0.187], [0.038, 0.288, 0.008], [0.014, 0.077, 0.223], [-0.439, 0.083, -0.126], [-0.033, 0.209, 0.169], [0.154, 0.070, 0.275], [0.264, -0.216, 0.023], [0.308, 0.032, 0.057], [0.100, -0.317, 0.455], [0.145, -0.294, -0.066], [0.316, 0.161, -0.358], [0.083, -0.070, -0.159], [0.026, 0.149, -0.200], [0.077, 0.004, -0.276], [0.051, 0.023, -0.180], [0.103, -0.066, -0.065], [0.034, -0.059, -0.069], [0.094, -0.118, 0.021], [0.401, -0.062, 0.277], [-0.015, -0.514, 0.084], [0.044, -0.230, 0.025], [-0.172, 0.008, 0.187], [-0.240, 0.155, 0.335], [-0.031, 0.103, 0.259], [0.194, -0.055, 0.043], [0.258, 0.233, -0.116], [0.092, -0.160, -0.071], [0.108, 0.076, 0.005], [0.008, -0.071, 0.102], [0.515, 0.187, 0.167], [0.259, 0.027, 0.106], [0.173, -0.049, -0.015], [-0.019, -0.223, -0.062], [0.033, 0.143, -0.051], [0.138, -0.095, 0.035], [-0.350, 0.189, -0.028], [-0.037, -0.023, -0.085], [0.207, 0.164, 0.008], [-0.026, 0.169, -0.106], [0.548, -0.111, -0.127], [-0.037, -0.015, -0.003], [-0.094, -0.167, 0.094], [0.009, -0.022, 0.077], [0.011, 0.001, 0.027], [-0.070, -0.019, -0.038], [-0.276, 0.025, 0.104]],
  "lowdin_charge": [-0.0621, -0.2526, -0.2017, 0.5180, -0.2741, -0.1837, -0.2261, -0.1109, -0.2299, 0.0426, -0.4284, 0.1254, -0.2123, -0.1579, -0.4099, 1.0043, -0.6749, 0.0308, 0.0315, -0.1512, 0.0024, -0.1488, -0.0696, -0.1094, -0.2036, -0.0567, -0.1690, -0.0671, -0.0969, -0.0861, -0.0620, -0.2195, -0.0394, -0.0572, -0.5983, 0.0967, 0.0612, 0.0926, -0.2083, -0.2430, -0.0737, 0.0411, 0.0808, 0.0822, 0.0996, 0.1192, 0.1006, 0.0834, 0.1106, 0.0713, 0.0866, 0.1205, 0.1095, 0.1165, 0.0965, 0.0679, 0.0797, 0.1239, 0.1140, 0.0918, 0.0819, 0.0838, 0.0713, 0.0798, 0.1252, 0.1080, 0.1223, 0.1063, 0.1057, 0.1130, 0.0325, 0.0721, 0.0848, 0.1184, 0.0954, 0.0764, 0.0690, 0.0800, 0.0717, 0.0742, 0.0787, 0.0975, 0.1046, 0.0913, 0.0597, 0.0732, 0.1166, -0.4896, 0.0161, -0.1492, -0.1524, -0.0745, 0.1289, 0.1258, 0.1174, 0.1195, 0.1188, 0.1286]
}